Entry 1:
The following is a DFT calculation (ωB97M-V with the def2-TZVPD basis set) of 8 unconnected molecules or ions with the total composition C43H66N9O2 at a distorted geometry.

Element x y z (Å)
C -0.83 1.17 6.24
C -1.30 1.82 4.78
C 0.05 2.01 3.81
N -0.23 1.76 2.37
C 0.93 1.24 1.55
C 0.52 1.71 0.00
C 0.21 0.53 -1.06
C 0.26 1.23 -2.58
O -1.22 0.08 -0.91
C 1.03 -0.35 1.81
C 2.49 -1.06 1.66
C 2.56 -2.18 2.91
C 2.63 -2.05 0.31
N 3.70 -0.20 1.88
O 4.77 -0.91 1.43
C 3.68 1.13 1.22
C 3.84 1.16 -0.40
C 5.01 1.96 1.81
C 2.37 1.96 1.82
H -0.16 0.20 6.03
H -1.76 0.94 6.93
H -0.13 1.99 6.75
H -1.82 2.85 4.99
H -2.10 1.09 4.28
H 0.50 3.10 3.98
H 0.85 1.26 4.25
H -1.05 1.09 2.30
H -0.45 2.42 0.02
H 1.36 2.41 -0.49
H 0.95 -0.36 -1.10
H -0.82 1.49 -2.99
H 0.87 2.22 -2.61
H 0.83 0.48 -3.31
H -1.38 -0.49 -1.74
H 0.26 -1.03 1.20
H 0.70 -0.53 2.94
H 3.56 -2.79 2.82
H 2.61 -1.57 3.91
H 1.59 -2.84 2.96
H 3.19 -1.53 -0.58
H 1.57 -2.48 0.04
H 3.33 -2.96 0.65
H 3.90 2.27 -0.83
H 4.85 0.63 -0.73
H 2.99 0.60 -1.00
H 5.70 1.29 2.47
H 4.62 2.93 2.38
H 5.62 2.40 0.88
H 2.65 2.16 2.94
H 2.43 3.04 1.30
N -0.07 3.15 -5.98
C -0.03 2.36 -7.09
C -1.26 1.76 -7.23
C -2.07 2.21 -6.17
C -1.32 3.08 -5.41
H 0.70 3.71 -5.62
H 0.88 2.28 -7.68
H -1.54 1.07 -8.02
H -3.11 1.94 -5.98
H -1.56 3.64 -4.52
N -6.05 0.74 -5.32
C -5.87 1.42 -4.14
C -6.53 0.73 -3.15
C -7.12 -0.41 -3.74
C -6.81 -0.38 -5.08
H -5.68 1.02 -6.22
H -5.30 2.33 -4.12
H -6.58 1.02 -2.11
H -7.71 -1.17 -3.25
H -7.06 -1.06 -5.89
N 5.12 -2.12 5.17
C 4.21 -2.11 6.20
C 4.87 -2.47 7.35
C 6.22 -2.70 7.02
C 6.35 -2.47 5.66
H 4.92 -1.90 4.21
H 3.17 -1.85 6.02
H 4.42 -2.56 8.34
H 7.02 -3.00 7.69
H 7.21 -2.53 5.01
N -3.92 -2.09 -4.74
C -4.29 -3.30 -4.23
C -3.47 -4.26 -4.78
C -2.58 -3.60 -5.66
C -2.87 -2.26 -5.61
H -4.35 -1.20 -4.51
H -5.10 -3.38 -3.51
H -3.52 -5.33 -4.58
H -1.80 -4.06 -6.25
H -2.43 -1.41 -6.11
N -0.76 3.11 -10.31
C -1.33 3.73 -11.39
C -0.46 3.63 -12.45
C 0.67 2.91 -11.99
C 0.46 2.60 -10.67
H -1.18 3.04 -9.39
H -2.31 4.20 -11.31
H -0.63 4.02 -13.44
H 1.55 2.65 -12.57
H 1.07 2.07 -9.96
N -4.58 2.01 2.55
C -4.54 1.22 1.44
C -5.77 0.62 1.29
C -6.59 1.08 2.35
C -5.83 1.94 3.11
H -3.81 2.57 2.90
H -3.63 1.14 0.84
H -6.05 -0.07 0.51
H -7.62 0.80 2.54
H -6.07 2.50 4.00
N 4.08 -4.88 9.85
C 4.26 -4.19 11.03
C 3.60 -4.88 12.02
C 3.01 -6.02 11.43
C 3.33 -5.99 10.09
H 4.45 -4.60 8.95
H 4.84 -3.28 11.06
H 3.56 -4.60 13.07
H 2.42 -6.78 11.92
H 3.08 -6.67 9.28

Output
* HOMO level (spin up / spin down): -0.297 / -0.297 Ha
* net charge: 0
* multiplicity: 2
* orbital gap (spin up / spin down): 8.32 / 7.11 eV

***

Entry 2:
The following is a DFT calculation (ωB97M-V with the def2-TZVPD basis set) of a molecular structure, C28H18BrClIN3O3Zn.

Element x y z (Å)
Zn 0.25 0.56 0.41
Br -6.87 -0.67 0.90
C -5.10 0.02 0.96
C -4.86 1.35 0.55
C -3.59 1.86 0.61
C -2.47 1.09 1.04
O -1.31 1.64 1.09
C -2.75 -0.26 1.44
C -1.73 -1.14 1.91
N -0.48 -0.86 1.82
C 0.55 -1.65 2.33
C 0.50 -2.96 2.71
C 1.64 -3.59 3.25
C 2.81 -2.92 3.43
C 2.91 -1.56 3.03
C 4.07 -0.78 3.21
C 4.07 0.53 2.82
C 2.92 1.05 2.20
N 1.83 0.35 2.00
C 1.79 -0.94 2.45
C -4.08 -0.76 1.40
H -5.68 1.95 0.19
H -3.39 2.88 0.29
H -2.06 -2.07 2.38
H -0.42 -3.52 2.61
H 1.57 -4.63 3.55
H 3.68 -3.41 3.86
H 4.95 -1.23 3.67
H 4.94 1.16 2.97
H 2.92 2.07 1.84
H -4.27 -1.77 1.73
Cl -4.47 1.99 -4.93
C -3.12 1.88 -3.83
C -2.33 3.02 -3.59
C -1.26 2.97 -2.74
C -0.91 1.77 -2.05
O 0.09 1.76 -1.26
C -1.72 0.62 -2.33
C -1.46 -0.67 -1.75
O -0.58 -0.96 -0.94
C -2.81 0.70 -3.22
H -2.58 3.95 -4.10
H -0.66 3.84 -2.54
H -2.13 -1.47 -2.09
H -3.42 -0.18 -3.40
I 3.28 -3.06 -3.52
C 3.17 -1.20 -2.60
C 3.88 -0.12 -3.08
C 3.76 1.10 -2.42
C 2.94 1.17 -1.32
N 2.25 0.13 -0.85
C 2.36 -1.04 -1.48
H 4.51 -0.22 -3.96
H 4.30 1.97 -2.77
H 2.80 2.11 -0.80
H 1.78 -1.86 -1.09

Output
* HOMO level: -0.266 Ha
* net charge: 0
* multiplicity: 1
* orbital gap: 6.51 eV

***

Entry 3:
The following is a DFT calculation (ωB97M-V with the def2-TZVPD basis set) of 12 unconnected molecules or ions with the total composition C42H85Cl23IN4OP2 at a distorted geometry.

Element x y z (Å)
C 1.88 4.65 -0.94
C 1.51 4.12 0.47
P 0.81 2.41 0.70
C 2.33 1.36 1.04
C 2.84 0.37 -0.06
C 0.29 1.85 -1.00
C -0.98 2.39 -1.69
P -1.29 4.16 -2.18
C -2.92 3.94 -3.02
C -4.14 3.64 -2.10
C -1.79 5.05 -0.64
C -2.23 4.30 0.65
N -1.05 1.41 -2.85
C -0.54 1.82 -4.17
C 0.97 2.12 -4.23
C 1.88 0.88 -4.10
Cl 1.25 2.92 -5.83
C -0.69 0.21 -2.24
N -1.00 -0.99 -2.72
O -1.81 -1.08 -3.83
C -0.54 -2.22 -2.05
C -0.93 -3.54 -2.77
C 0.20 -4.33 -3.44
N -2.16 -3.88 -2.71
N 0.01 0.36 -1.08
C -0.37 -0.38 0.14
C -1.87 -0.30 0.52
C -2.29 -1.55 1.32
I -4.38 -1.94 1.16
H 1.16 5.40 -1.31
H 2.87 5.15 -0.89
H 1.99 3.85 -1.69
H 0.83 4.80 1.01
H 2.44 4.08 1.07
H 3.16 2.06 1.29
H 2.13 0.79 1.97
H 3.91 0.13 0.13
H 2.31 -0.60 -0.02
H 2.81 0.77 -1.08
H 1.18 1.96 -1.65
H -1.82 2.07 -1.04
H -3.09 4.89 -3.57
H -2.86 3.12 -3.75
H -4.92 3.11 -2.67
H -3.85 2.96 -1.27
H -4.58 4.56 -1.68
H -2.66 5.65 -0.99
H -1.00 5.79 -0.43
H -3.34 4.28 0.71
H -1.87 4.83 1.55
H -1.90 3.25 0.70
H -1.08 2.73 -4.49
H -0.78 1.05 -4.93
H 1.26 2.90 -3.50
H 1.36 0.03 -3.61
H 2.78 1.12 -3.50
H 2.21 0.53 -5.10
H -1.22 -1.13 -4.60
H -1.03 -2.26 -1.05
H 0.55 -2.13 -1.92
H 1.04 -3.68 -3.77
H 0.63 -5.04 -2.70
H -0.17 -4.89 -4.31
H -2.33 -4.77 -3.20
H 0.26 -0.02 0.97
H -0.09 -1.45 0.01
H -2.51 -0.16 -0.36
H -2.02 0.58 1.18
H -2.06 -1.45 2.40
H -1.80 -2.48 0.96
Cl -4.03 7.19 -3.15
C -3.36 8.83 -2.92
C -1.99 8.97 -3.52
Cl -0.76 7.99 -2.67
H -3.36 9.03 -1.85
H -4.04 9.52 -3.41
H -1.68 10.02 -3.44
H -1.97 8.67 -4.56
Cl -4.40 11.33 -0.20
C -4.85 10.29 1.18
C -3.66 9.95 2.05
Cl -2.50 8.89 1.21
H -5.31 9.39 0.78
H -5.59 10.84 1.76
H -4.00 9.42 2.93
H -3.13 10.85 2.36
Cl 5.47 2.19 -2.39
C 6.40 0.97 -3.29
C 5.54 -0.12 -3.89
Cl 4.79 -1.16 -2.64
H 7.12 0.56 -2.60
H 6.90 1.50 -4.10
H 6.17 -0.76 -4.51
H 4.74 0.29 -4.51
Cl -0.92 -5.90 2.60
C -0.23 -6.55 1.09
C 1.06 -5.87 0.71
Cl 0.80 -4.16 0.25
H -0.99 -6.44 0.31
H -0.04 -7.61 1.25
H 1.49 -6.34 -0.16
H 1.77 -5.88 1.53
Cl 3.58 -4.52 -4.14
C 3.87 -4.70 -2.39
C 4.18 -6.13 -2.00
Cl 2.75 -7.20 -2.19
H 2.99 -4.32 -1.86
H 4.73 -4.07 -2.14
H 4.47 -6.17 -0.95
H 4.98 -6.55 -2.60
Cl -1.12 -5.55 6.62
C -2.81 -5.71 6.07
C -3.71 -4.67 6.68
Cl -3.92 -4.92 8.44
H -3.14 -6.72 6.31
H -2.81 -5.59 4.98
H -4.70 -4.73 6.23
H -3.32 -3.67 6.54
Cl 5.63 5.30 3.99
C 7.11 5.72 3.09
C 6.86 5.81 1.60
Cl 6.47 4.22 0.90
H 7.87 4.97 3.31
H 7.45 6.69 3.46
H 7.74 6.18 1.09
H 6.02 6.47 1.39
Cl 9.38 3.44 -5.00
C 8.91 3.70 -6.70
C 7.42 3.83 -6.85
Cl 6.59 2.29 -6.48
H 9.30 2.87 -7.28
H 9.39 4.62 -7.04
H 7.16 4.10 -7.87
H 7.01 4.59 -6.17
Cl -9.96 -6.80 9.43
C -8.45 -5.91 9.12
C -7.40 -6.19 10.16
Cl -7.84 -5.52 11.75
H -8.69 -4.85 9.07
H -8.09 -6.23 8.14
H -6.46 -5.72 9.86
H -7.23 -7.26 10.28
Cl -13.33 -11.88 11.11
C -12.67 -10.22 11.09
C -11.29 -10.17 10.47
Cl -10.07 -10.98 11.49
H -12.66 -9.86 12.11
H -13.35 -9.61 10.50
H -10.98 -9.13 10.37
H -11.28 -10.64 9.50
Cl 7.62 -3.87 -2.84
C 8.78 -5.11 -3.39
C 8.11 -6.45 -3.58
Cl 7.58 -7.16 -2.03
H 9.58 -5.16 -2.65
H 9.19 -4.77 -4.34
H 8.82 -7.16 -4.03
H 7.24 -6.37 -4.22

Output
* HOMO level: -0.387 Ha
* net charge: +1
* multiplicity: 1
* ΔE to the lowest compared entry with this formula, charge and spin: 0.00 kcal/mol
* orbital gap: 8.73 eV

***

Here are the calculated energy numbers, same order: -2320.96303, -6579.10440, -13510.13920 (Ha).